Entry from OMol25: a molecular structure, C20H28N6P2Yb (ωB97M-V/def2-TZVPD).

Geometry (Å):
Yb: 0.577 0.194 -0.322
P: 0.057 -2.404 -1.120
P: -2.145 0.899 -1.040
N: -2.876 -2.122 4.020
N: -1.643 -1.658 3.520
N: -0.485 -2.283 3.879
N: -1.552 -1.004 2.353
N: 0.375 0.185 -2.850
N: -0.260 -1.072 2.006
C: 1.483 -0.482 -3.344
C: 1.087 2.204 -3.999
C: -0.469 4.082 -4.206
C: 3.993 -1.707 -3.835
C: -2.454 1.098 -2.850
C: -1.389 -3.449 -0.818
C: 1.630 -1.916 -3.251
C: 2.883 -2.494 -3.456
C: 2.375 1.657 -4.069
C: 0.038 1.402 -3.427
C: -1.526 3.270 -3.752
C: 2.575 0.289 -3.887
C: -2.600 2.600 -0.528
C: 1.424 -3.324 -0.328
C: -1.299 1.945 -3.371
C: 0.357 -1.820 2.960
C: 3.838 -0.356 -4.100
C: 0.806 3.562 -4.360
C: 0.443 -2.793 -2.867
C: -3.622 -0.044 -0.569
H: 2.080 1.247 -1.266
H: 1.266 -3.326 0.760
H: 1.612 4.171 -4.778
H: 1.455 -4.356 -0.703
H: 2.386 -2.831 -0.530
H: -1.797 3.297 -0.808
H: -2.476 0.100 -3.318
H: -3.496 -1.317 4.087
H: -0.696 5.120 -4.450
H: -4.566 0.469 -0.818
H: 0.660 -3.871 -2.978
H: -0.444 -2.546 -3.480
H: -3.549 2.967 -0.950
H: -2.555 3.653 -3.707
H: 3.203 2.283 -4.392
H: 4.669 0.248 -4.476
H: -2.721 -2.593 4.923
H: -3.593 -1.030 -1.058
H: 1.427 -2.018 3.045
H: -3.436 1.562 -3.050
H: -1.187 -4.495 -1.089
H: -0.246 1.633 1.013
H: 4.963 -2.202 -3.959
H: -2.237 -3.053 -1.397
H: 2.982 -3.584 -3.361
H: -1.638 -3.371 0.250
H: -2.652 2.612 0.567
H: -3.556 -0.217 0.518

Frontier orbital gap (alpha / beta): 6.736 / 6.715 eV
2S+1: 2
Highest occupied orbital energy (alpha / beta): -0.3840 / -0.3833 hartree
Total charge: +1